2 unconnected molecules or ions with the total composition C3H3NO. Source: OMol25; level of theory: wB97M-V/def2-TZVPD.

Geometry as XYZ:
```
8
Properties=species:S:1:pos:R:3:forces:R:3
C -0.5403 -1.3914 0.1166 -0.070 0.106 0.004
C -1.1959 -0.2578 0.1214 -0.310 0.572 -0.008
O -1.7551 0.7716 0.1169 0.492 -0.911 0.005
H 0.4175 -1.4238 -0.3897 -0.135 0.023 0.072
H -0.9348 -2.2549 0.6341 -0.014 0.128 -0.060
C 1.3242 1.5445 -0.1935 0.727 -0.679 -0.242
N 2.1146 0.7472 -0.4599 -0.809 0.832 0.256
H 0.5699 2.2646 0.0541 0.118 -0.070 -0.026
```
Forces are in eV/Å.

Properties
**E**: -246.0475 Ha
**SMILES**: C=C=O.C#N
**Max |F|**: 1.189 eV Å⁻¹
**E_HOMO**: -9.48 eV
**Energy above the lowest of the compared OMol25 structures with the same formula, charge and spin**: 27.6 kcal per mole
**Molar mass**: 69.06 g/mol

C3H3NO in the gas phase. Source: OMol25; level of theory: wB97M-V/def2-TZVPD.

Geometry as XYZ:
```
8
Properties=species:S:1:pos:R:3:forces:R:3
N -2.4773 -0.1682 -0.3240 -3.044 0.433 -1.013
C -1.4116 -0.4069 -0.0575 1.674 -0.739 1.966
C -0.0638 -0.4804 0.3993 -2.787 -1.306 1.441
C 0.7691 0.3710 -0.2510 3.259 7.432 -3.652
O 0.8167 -0.9749 -0.5413 1.845 -0.971 -0.752
H 0.3805 -0.4480 1.3745 -1.542 -1.328 1.277
H 1.4258 0.8881 0.4800 0.773 -0.875 -0.825
H 0.5606 1.2192 -1.0800 -0.177 -2.646 1.559
```
Forces are in eV/Å.

Properties
**E**: -245.9901 Ha
**SMILES**: N#C[C@@H]1CO1
**Max |F|**: 8.899 eV Å⁻¹
**E_HOMO**: -11.14 eV
**Energy above the lowest of the compared OMol25 structures with the same formula, charge and spin**: 63.7 kcal per mole
**Molar mass**: 69.06 g/mol

A molecular structure, C3H3NO. Source: OMol25; level of theory: wB97M-V/def2-TZVPD.

Geometry as XYZ:
```
8
Properties=species:S:1:pos:R:3:forces:R:3
N 2.6137 0.2355 1.3000 -0.607 0.025 -0.412
C 1.6769 0.2701 0.6135 0.353 -0.095 0.114
C 0.5546 0.2837 -0.2431 0.940 0.575 0.388
C -1.3876 -0.2986 -0.1540 -1.628 -0.802 -0.284
O -0.6368 0.6966 0.2857 0.840 0.227 0.017
H 0.6324 0.1420 -1.3069 -0.001 0.088 0.039
H -2.3723 -0.0328 -0.5314 0.196 -0.108 0.001
H -1.0711 -1.3199 -0.0014 -0.094 0.091 0.136
```
Forces are in eV/Å.

Properties
**E**: -245.9534 Ha
**Max |F|**: 1.837 eV Å⁻¹
**E_HOMO (spin up / spin down)**: -9.04 / -8.82 eV
**Energy above the lowest of the compared OMol25 structures with the same formula, charge and spin**: 86.7 kcal per mole
**Molar mass**: 69.06 g/mol

C3H3NO in the gas phase. Source: OMol25; level of theory: wB97M-V/def2-TZVPD.

Geometry as XYZ:
```
8
Properties=species:S:1:pos:R:3:forces:R:3
C 0.6879 0.1065 -0.6087 -5.468 -1.397 -5.194
C 0.8827 -0.2249 0.7104 0.233 -0.213 2.233
N -0.1388 -0.0021 1.4889 0.064 -0.039 0.316
O -1.2058 0.3217 0.6792 0.277 -0.379 -0.931
C -0.7583 0.2972 -0.6090 2.012 1.795 2.208
H 0.0959 -0.7019 -1.4445 2.621 0.809 0.932
H 1.8314 -0.4957 1.1416 -0.051 -0.131 0.315
H -1.4736 0.6668 -1.3458 0.312 -0.445 0.122
```
Forces are in eV/Å.

Properties
**E**: -245.9397 Ha
**SMILES**: c1cnoc1
**Max |F|**: 7.670 eV Å⁻¹
**E_HOMO**: -9.95 eV
**Energy above the lowest of the compared OMol25 structures with the same formula, charge and spin**: 95.3 kcal per mole
**Molar mass**: 69.06 g/mol

C3H3NO in the gas phase. Source: OMol25; level of theory: wB97M-V/def2-TZVPD.

Geometry as XYZ:
```
8
Properties=species:S:1:pos:R:3:forces:R:3
N 1.4302 -2.0778 -0.5492 2.677 -4.017 -1.580
C 0.7742 -1.2803 -0.1359 -2.545 5.210 0.188
C 0.1261 -0.0362 0.3111 1.124 -1.289 3.132
C -0.6973 0.9588 -0.4483 2.967 0.815 -3.918
O -0.3870 1.0860 -1.6630 -2.259 0.169 3.939
H 0.7076 0.1569 1.3004 0.162 1.496 -2.029
H -0.5146 -0.4104 1.0255 -2.978 -1.429 1.381
H -1.4391 1.6030 0.1595 0.851 -0.954 -1.114
```
Forces are in eV/Å.

Properties
**E**: -246.0207 Ha
**SMILES**: N#CCC=O
**Max |F|**: 5.801 eV Å⁻¹
**E_HOMO**: -10.93 eV
**Energy above the lowest of the compared OMol25 structures with the same formula, charge and spin**: 44.5 kcal per mole
**Molar mass**: 69.06 g/mol

C3H3NO in the gas phase. Source: OMol25; level of theory: wB97M-V/def2-TZVPD.

Geometry as XYZ:
```
8
Properties=species:S:1:pos:R:3:forces:R:3
O 1.0445 1.3200 -0.3127 0.010 -0.303 0.048
C -1.1883 0.4638 0.0640 0.113 -0.191 -0.002
C -0.9749 -0.7777 -0.0842 -0.362 0.216 -0.053
N 0.3721 -0.7816 0.3655 0.396 0.078 -0.011
C 1.2664 0.1510 0.0018 -0.107 0.112 0.037
H -1.3085 1.5041 0.2770 -0.024 -0.113 -0.041
H -1.5030 -1.6820 -0.3582 0.070 0.155 0.029
H 2.2944 -0.2414 0.0505 -0.098 0.046 -0.006
```
Forces are in eV/Å.

Properties
**E**: -245.9435 Ha
**Max |F|**: 0.425 eV Å⁻¹
**E_HOMO (spin up / spin down)**: -9.24 / -9.24 eV
**Energy above the lowest of the compared OMol25 structures with the same formula, charge and spin**: 92.9 kcal per mole
**Molar mass**: 69.06 g/mol

C3H3NO in the gas phase. Source: OMol25; level of theory: wB97M-V/def2-TZVPD.

Geometry as XYZ:
```
8
Properties=species:S:1:pos:R:3:forces:R:3
C 1.8882 -0.8066 -0.6358 0.284 -0.045 0.534
C 0.7328 -0.7071 -0.3542 -4.667 0.506 -0.031
C -0.9926 -0.3216 -0.0411 4.246 -1.175 -0.960
N -0.8613 0.8860 0.5127 -0.356 1.390 0.437
O -1.9067 -1.0598 -0.2234 0.567 0.615 0.386
H 2.9267 -0.8989 -0.5639 0.855 -0.112 -0.398
H -0.1814 1.6080 0.2937 0.425 -1.198 -0.243
H -1.6057 1.2999 1.0120 -1.354 0.018 0.276
```
Forces are in eV/Å.

Properties
**E**: -246.0097 Ha
**SMILES**: C#CC(N)=O
**Max |F|**: 4.694 eV Å⁻¹
**E_HOMO**: -10.43 eV
**Energy above the lowest of the compared OMol25 structures with the same formula, charge and spin**: 51.4 kcal per mole
**Molar mass**: 69.06 g/mol

C3H3NO in the gas phase. Source: OMol25; level of theory: wB97M-V/def2-TZVPD.

Geometry as XYZ:
```
8
Properties=species:S:1:pos:R:3:forces:R:3
O 1.2619 -1.4471 -0.0480 0.131 0.875 0.010
C 1.2073 -0.2232 -0.0384 1.149 -0.560 0.248
C 0.0264 0.5648 -0.0898 -0.747 0.487 -0.080
C -1.2506 -0.0741 0.1883 0.206 0.126 -0.450
N -1.2430 -1.2838 -0.1031 -1.069 -0.562 0.197
H 2.1242 0.3835 0.1137 0.014 -0.167 -0.202
H 0.0261 1.5839 -0.4670 0.228 -0.070 0.229
H -2.1524 0.4962 0.4444 0.088 -0.127 0.047
```
Forces are in eV/Å.

Properties
**E**: -245.9610 Ha
**Max |F|**: 1.302 eV Å⁻¹
**E_HOMO (spin up / spin down)**: -9.57 / -9.29 eV
**Energy above the lowest of the compared OMol25 structures with the same formula, charge and spin**: 81.9 kcal per mole
**Molar mass**: 69.06 g/mol

C3H3NO in the gas phase. Source: OMol25; level of theory: wB97M-V/def2-TZVPD.

Geometry as XYZ:
```
8
Properties=species:S:1:pos:R:3:forces:R:3
O 0.6848 -1.0800 1.2648 0.511 -0.625 0.440
C 0.0061 -0.1332 0.7205 -1.716 1.094 -1.486
C 0.7285 0.4902 -0.3947 1.096 0.428 -0.163
C -1.1565 -0.4624 -0.3141 -0.570 -0.885 0.225
N -1.9377 -0.7933 -1.1075 0.648 0.441 0.594
H -0.4860 0.5969 1.3967 0.311 -0.231 0.038
H 1.3157 -0.1854 -1.0149 -0.190 0.121 0.159
H 0.8450 1.5672 -0.5508 -0.091 -0.342 0.193
```
Forces are in eV/Å.

Properties
**E**: -245.9241 Ha
**Max |F|**: 2.520 eV Å⁻¹
**E_HOMO (spin up / spin down)**: -11.16 / -9.40 eV
**Energy above the lowest of the compared OMol25 structures with the same formula, charge and spin**: 105.1 kcal per mole
**Molar mass**: 69.06 g/mol

C3H3NO2 in the gas phase. Source: OMol25; level of theory: wB97M-V/def2-TZVPD.

Geometry as XYZ:
```
9
Properties=species:S:1:pos:R:3:forces:R:3
O 0.6936 -1.8177 -1.2709 0.507 -0.009 0.133
C 1.4589 -1.1314 -0.6275 0.122 -0.493 -0.270
N 1.0624 0.0112 0.0444 -0.470 -0.091 -0.347
C -0.1494 0.2239 0.0079 0.275 -0.539 -0.455
C -1.4166 0.5015 0.1351 0.613 0.796 -0.129
O -1.0192 1.6398 0.9699 -0.760 0.470 0.635
H 2.5304 -1.3226 -0.5439 0.077 -0.119 -0.002
H -2.2103 0.5752 -0.5939 -0.051 -0.118 0.406
H -0.9498 1.3201 1.8789 -0.314 0.105 0.030
```
Forces are in eV/Å.

Properties
**E**: -321.2105 Ha
**SMILES**: O=CN=C=CO
**Max |F|**: 1.096 eV Å⁻¹
**E_HOMO**: -9.04 eV
**Energy above the lowest of the compared OMol25 structures with the same formula, charge and spin**: 104.9 kcal per mole
**Molar mass**: 85.06 g/mol